# 1
Entry from the OMol25 dataset: a gas-phase ion, C12H16Cl (charge +1) (ωB97M-V/def2-TZVPD).

The value obtained for the total energy is -25217.846 eV. As for the LUMO energy: -0.24239 hartree. The gap between HOMO and LUMO is 5.90 eV. Its HOMO energy is -12.5 eV.

The geometry in ORCA input format:
```
! RIJCOSX wB97M-V def2-TZVPD def2/J DEFGRID3
* xyz 1 1
C -1.17192 0.54928 1.69007
C -0.15744 1.63479 1.56430
Cl -0.28481 2.59494 0.20035
C 1.15070 1.57114 2.24212
H -0.86054 -0.12872 2.49569
H -2.16362 0.94818 1.95080
H -1.27507 -0.04522 0.76369
H 1.93146 1.52565 1.45463
H 1.15508 0.59821 2.76787
C 2.91910 2.26226 3.75816
C 1.53564 2.64713 3.24270
C 0.56864 2.63080 4.43080
C 1.54595 4.03269 2.55825
C 0.36589 4.76160 2.38934
C 0.37297 5.99242 1.72235
C 1.57622 6.49918 1.21352
C 2.76414 5.79765 1.42386
C 2.74980 4.58865 2.12176
H 3.62444 2.12867 2.93445
H 3.30141 3.03544 4.43639
H 2.85052 1.31175 4.29574
H -0.44787 2.95330 4.17965
H 0.50685 1.61376 4.83814
H 0.96709 3.29174 5.21623
H -0.58240 4.37660 2.78229
H -0.56125 6.54639 1.61391
H 1.58143 7.43583 0.65335
H 3.71828 6.18399 1.06073
H 3.69277 4.08501 2.33840
*
```

Results of the natural (NBO) charge analysis, in e, for atoms 1 through 8: -0.7511 0.4402 0.2909 -0.5585 0.2586 0.3011 0.3100 0.3029

---

# 2
Entry from the OMol25 dataset: 5 unconnected molecules or ions with the total composition C12H16Cl12N3O3 (ωB97M-V/def2-TZVPD).

The value obtained for the total energy is -173575.904 eV. As for the LUMO energy: -0.14269 hartree. The gap between HOMO and LUMO is 8.88 eV. Its HOMO energy is -12.8 eV.

The geometry in ORCA input format:
```
! RIJCOSX wB97M-V def2-TZVPD def2/J DEFGRID3
* xyz 1 1
C -2.89572 -2.07644 1.02132
O -2.56550 -1.02622 0.11703
C -1.37521 -1.27369 -0.59551
C -0.11501 -1.18191 0.29801
C 0.55391 -2.38405 0.70652
N 0.13094 -3.63352 0.34173
C 1.70432 -2.24464 1.53554
C 2.09250 -1.01200 1.92874
N 1.44410 0.10690 1.55516
C 0.36951 0.01678 0.74415
C -0.28654 1.34885 0.33842
O 0.67751 2.05483 -0.47852
N 1.05565 1.17639 -1.53199
O 2.20514 1.22287 -1.70589
H -3.61633 -2.77011 0.55139
H -3.39573 -1.67865 1.91680
H -2.03724 -2.67804 1.35384
H -1.39746 -2.19426 -1.20009
H -1.27385 -0.44680 -1.31835
H 0.90907 -4.29093 0.29290
H -0.26759 -3.60843 -0.59351
H 2.26517 -3.12433 1.85427
H 2.95775 -0.88036 2.58061
H 1.73615 1.02878 1.86168
H -0.41814 1.91507 1.27299
H -1.24380 1.20665 -0.16614
C -4.02253 3.42234 1.38994
Cl -2.68993 4.04761 2.37183
Cl -4.40239 4.53236 0.07864
Cl -3.62125 1.82192 0.75489
H -4.89646 3.32773 2.02296
C -1.51021 3.52717 -2.65590
Cl -2.33288 5.07977 -2.78668
Cl -2.66788 2.19195 -2.76300
Cl -0.26701 3.37531 -3.89677
H -1.02835 3.47861 -1.68666
C 3.71070 4.97192 -3.54258
Cl 3.20488 4.74123 -5.21698
Cl 3.16657 6.53666 -2.93702
Cl 3.09745 3.66251 -2.52387
H 4.79291 4.95059 -3.50748
C 2.43665 -6.76277 2.42387
Cl 3.11770 -5.96903 0.99120
Cl 3.53665 -6.62559 3.78998
Cl 0.86083 -6.06948 2.81480
H 2.30094 -7.81353 2.19772
*
```

Results of the natural (NBO) charge analysis, in e, for atoms 1 through 8: -0.2723 -0.5270 -0.0872 -0.1233 0.3063 -0.7423 -0.2871 0.0938

---

# 3
Entry from the OMol25 dataset: a molecular structure, C12H16Cl2N4O2PtS3Se (ωB97M-V/def2-TZVPD).

The value obtained for the total energy is -148883.228 eV. As for the LUMO energy (spin up / spin down): -0.24203 / -0.37218 hartree. The gap between HOMO and LUMO (spin up / spin down) is 6.50 / 4.87 eV. Its HOMO energy (spin up / spin down) is -13.1 / -15.0 eV.

The geometry in ORCA input format:
```
! RIJCOSX wB97M-V def2-TZVPD def2/J DEFGRID3
* xyz 2 5
Pt 8.67843 9.16100 10.70994
C 7.36756 3.71888 11.99247
O 7.21665 4.58134 10.82447
C 7.86281 5.78096 10.86403
O 8.48266 6.25114 11.77383
N 7.76149 6.40725 9.62411
N 8.67293 7.51759 9.44970
H 8.28475 3.13133 11.88409
H 6.49499 3.02515 12.05870
H 7.37369 4.31792 12.88495
H 7.59516 5.87221 8.77247
H 8.45203 7.89066 8.49613
H 9.61824 7.13237 9.42811
S 8.40064 11.55131 14.53323
C 8.45241 10.53888 13.24570
S 9.81715 10.31981 12.18822
S 7.32822 9.34098 12.56022
Cl 12.84831 6.97956 9.45860
C 12.70661 5.94164 8.00844
Cl 11.09009 5.26509 7.82288
H 13.46975 5.14292 8.08482
H 12.93342 6.58637 7.13845
C 9.18726 12.06169 6.19293
N 8.33282 12.18614 7.39425
C 8.37783 11.47324 8.60079
Se 9.90713 10.30992 8.87872
N 7.38594 11.88488 9.39776
C 6.59125 12.88253 8.74827
C 5.35030 13.43788 9.07398
C 4.76512 14.26911 8.11881
C 5.38812 14.49776 6.88470
C 6.56519 13.84976 6.53288
C 7.17204 13.05697 7.47263
H 10.18707 11.76946 6.44677
H 9.26351 12.99121 5.65141
H 8.79703 11.30538 5.53723
H 7.09311 11.33998 10.21980
H 4.89632 13.32035 10.08093
H 3.82984 14.79060 8.25036
H 4.92932 15.16545 6.16360
H 6.97051 13.86398 5.53383
*
```

Results of the natural (NBO) charge analysis, in e, for atoms 1 through 8: 0.4724 -0.2638 -0.5022 0.8820 -0.6270 -0.4934 -0.7202 0.2051

---

# 4
Entry from the OMol25 dataset: a molecular structure, C12H16ClF6InO5P (ωB97M-V/def2-TZVPD).

The value obtained for the total energy is -66231.172 eV. As for the LUMO energy: 0.08989 hartree. The gap between HOMO and LUMO is 7.46 eV. Its HOMO energy is -5.0 eV.

The geometry in ORCA input format:
```
! RIJCOSX wB97M-V def2-TZVPD def2/J DEFGRID3
* xyz -1 1
C -1.65941 -2.92498 0.60892
C -2.54980 -2.03911 1.50355
C -2.08153 -0.56873 1.66354
C -0.56377 -0.36819 1.95357
C -0.33241 -0.07703 3.47184
In 0.06405 1.50975 0.85159
C 1.40228 2.73287 2.18072
C 2.14671 3.74191 1.34450
O 3.28817 3.86640 1.38049
Cl 1.11972 4.74961 0.25054
P -2.01195 2.91014 0.25054
O -2.38657 3.86822 1.36341
C 1.03379 1.03567 -1.16446
O 0.87159 1.72768 -2.10292
C 1.96305 -0.24122 -1.40800
F 2.45149 -0.64481 -0.21907
F 3.01272 0.14340 -2.16795
C 1.18953 -1.44781 -2.03004
F -0.11185 -1.19256 -2.19994
F 1.25917 -2.48499 -1.17434
C 1.76859 -1.97966 -3.37389
F 3.03059 -2.33444 -3.25727
F 1.08393 -3.11895 -3.64298
C 1.54063 -1.08225 -4.61842
O 2.01440 -1.38644 -5.63219
O 0.76237 0.03096 -4.53366
H -0.67843 -3.08628 1.07363
H -1.56304 -2.56136 -0.41869
H -2.12419 -3.92582 0.58240
H -3.53848 -1.99738 1.00808
H -2.74343 -2.53776 2.46503
H -2.62011 -0.16486 2.54027
H -2.42309 0.04196 0.81623
H 0.06618 -1.23013 1.70214
H -0.91433 0.81890 3.73848
H 0.73099 0.13846 3.63845
H -0.68386 -0.90312 4.11347
H 0.80272 3.22983 2.95305
H 2.17152 2.09758 2.63234
H -3.13042 2.11186 -0.13605
H -1.65682 3.68680 -0.90090
H -0.00070 -0.14411 -5.10605
*
```

Results of the Mulliken charge analysis, in e, for atoms 1 through 8: -0.9076 -0.6716 -0.4222 0.2755 -1.5546 0.5350 -0.8512 0.4315

---

# 5
Entry from the OMol25 dataset: a molecular structure, C12H16ClIN2O2PRh (ωB97M-V/def2-TZVPD).

The value obtained for the total energy is -52678.601 eV. As for the LUMO energy (spin up / spin down): -0.27729 / -0.41961 hartree. The gap between HOMO and LUMO (spin up / spin down) is 5.80 / 4.58 eV. Its HOMO energy (spin up / spin down) is -13.3 / -16.0 eV.

The geometry in ORCA input format:
```
! RIJCOSX wB97M-V def2-TZVPD def2/J DEFGRID3
* xyz 2 5
C -3.27973 2.55245 -5.19003
C -3.20517 1.35720 -4.29049
H -4.07901 2.38607 -5.92075
H -2.33616 2.68652 -5.72935
H -3.50172 3.46338 -4.62595
O -3.77420 0.30072 -4.35582
I -1.83745 1.51962 -2.49842
Rh -0.20678 0.10534 -0.42626
P 1.29157 -0.84802 -1.78047
C 1.67021 -2.63416 -1.72658
C 0.83273 -0.51361 -3.49589
H 2.74924 0.99792 -1.33817
H 3.58597 -0.30335 -2.26504
H 3.29915 -0.48466 -0.51397
C 2.89028 -0.08062 -1.44723
H 0.64987 0.56289 -3.61860
H 1.64765 -0.84182 -4.15497
H 2.41248 -2.88825 -2.49652
H 0.76446 -3.23200 -1.89825
H -0.08995 -1.05815 -3.73457
H 2.08382 -2.89354 -0.74246
C -0.63281 -1.59284 0.13793
O -0.71568 -2.62164 0.68448
Cl 0.55029 2.35736 -0.68434
N 0.95429 1.68294 5.79099
C 0.27782 1.59703 4.83779
C -0.57988 1.50042 3.68090
C -1.89923 1.98112 3.74956
C -2.69802 1.90338 2.61534
C -2.16976 1.33029 1.45072
N -0.93514 0.84457 1.43866
C -0.11990 0.92777 2.49090
H -2.26775 2.41024 4.67987
H -3.71300 2.26915 2.59091
H -2.73668 1.27870 0.51404
H 0.91349 0.57208 2.37812
*
```

Results of the natural (NBO) charge analysis, in e, for atoms 1 through 8: -0.7439 0.5751 0.3006 0.2958 0.2904 -0.3103 0.3062 0.6987

---

# 6
Entry from the OMol25 dataset: a molecular structure, C12H16CoN4O4 (ωB97M-V/def2-TZVPD).

The value obtained for the total energy is -64443.041 eV. As for the LUMO energy (spin up / spin down): -0.36383 / -0.59586 hartree. The gap between HOMO and LUMO (spin up / spin down) is 9.31 / 4.41 eV. Its HOMO energy (spin up / spin down) is -19.2 / -20.6 eV.

The geometry in ORCA input format:
```
! RIJCOSX wB97M-V def2-TZVPD def2/J DEFGRID3
* xyz 3 5
Co 0.41839 2.18048 -1.28211
C 0.54857 2.77912 0.25770
O 0.68233 3.35499 1.25742
C 0.49381 3.57835 -2.29755
O 0.53028 4.58133 -2.88946
C -1.37702 1.64062 -1.43538
O -2.51336 1.55595 -1.62860
C 2.18718 1.57778 -1.30718
O 3.31598 1.35445 -1.25219
C 0.47732 -0.19826 -3.08228
H 1.38653 -0.67518 -2.66974
H -0.47930 -0.73574 -2.97035
C 0.50743 1.02278 -3.60320
H -0.40158 1.57087 -3.92166
H 1.44715 1.55799 -3.84710
C -1.18530 0.32742 1.35402
N -0.13365 -0.08390 0.35262
C -0.58198 -1.32106 -0.27361
N -0.79660 -2.42068 0.73790
C -1.78057 -1.95813 1.72634
N -1.36810 -0.71376 2.40771
C -0.06281 -0.92599 3.05854
N 0.98799 -1.37450 2.10625
C 1.12488 -0.32487 1.04487
C 0.51120 -2.61587 1.44546
H -2.14768 0.46710 0.83146
H -0.87545 1.26985 1.83057
H 0.18712 -1.65007 -0.97942
H -1.53628 -1.16194 -0.79490
H -1.89852 -2.73977 2.48118
H -2.73776 -1.79688 1.21539
H 0.27143 0.00612 3.53466
H -0.17620 -1.70172 3.82258
H 1.85836 -0.68414 0.31379
H 1.48266 0.59508 1.52221
H 0.36521 -3.38482 2.21712
H 1.26837 -2.95300 0.71690
*
```

Results of the natural (NBO) charge analysis, in e, for atoms 1 through 8: 0.3010 0.4716 -0.3812 0.5175 -0.3103 0.4909 -0.3729 0.4939

---

| no. | F_max (hartree/bohr) |
| --- | --- |
| 1 | 0.0511 |
| 2 | 0.0341 |
| 3 | 0.0652 |
| 4 | 0.0839 |
| 5 | 0.1569 |
| 6 | 0.1813 |